{"formula": "C13H17CoO3S3", "method": "the ωB97M-V functional and the def2-TZVPD basis", "s_squared": 6.03, "multiplicity": 5, "gap_ev": [8.616, 8.716], "e_lumo_ev": [0.011, -0.057], "species": ["Co", "C", "C", "S", "C", "C", "S", "C", "C", "S", "H", "H", "H", "H", "H", "H", "H", "H", "H", "H", "H", "H", "O", "C", "O", "C", "C", "C", "C", "C", "C", "H", "H", "H", "H", "H", "O"], "positions_angstrom": [[-0.4707, 1.3497, 1.2033], [-1.8221, -1.2829, 2.9659], [-1.6888, -0.0954, 3.9169], [-0.2270, 0.9403, 3.6959], [1.1064, -0.2791, 3.8741], [2.2612, -0.0663, 2.8930], [1.8474, 0.4069, 1.1947], [1.3321, -1.1540, 0.4305], [0.1385, -1.8903, 1.0281], [-1.4354, -0.9625, 1.2124], [-2.8610, -1.6138, 2.9825], [-1.2267, -2.1320, 3.3010], [-1.7258, -0.4495, 4.9484], [-2.5139, 0.6040, 3.7785], [0.6772, -1.2708, 3.7573], [1.4945, -0.2097, 4.8904], [2.8726, -0.9694, 2.8474], [2.9106, 0.7351, 3.2459], [2.1884, -1.8316, 0.4367], [1.1332, -0.8506, -0.5948], [0.3854, -2.2919, 2.0086], [-0.0825, -2.7394, 0.3804], [-1.7932, -0.0320, -1.4417], [-0.8040, 0.6486, -1.7101], [-0.0006, 1.1716, -0.8536], [-0.4211, 0.8521, -3.1574], [0.6862, 1.6165, -3.5093], [1.0243, 1.7785, -4.8454], [0.2573, 1.1787, -5.8343], [-0.8519, 0.4173, -5.4875], [-1.1893, 0.2555, -4.1527], [1.2661, 2.0829, -2.7242], [1.8849, 2.3766, -5.1180], [0.5217, 1.3074, -6.8766], [-1.4521, -0.0459, -6.2604], [-2.0489, -0.3273, -3.8500], [-1.3731, 2.7726, 1.4241]], "atomic_forces_ev_per_a": [[-0.2, 0.7, -0.7], [0.0, -0.1, 0.0], [0.0, 0.0, 0.0], [0.1, 0.1, 0.1], [-0.1, 0.0, 0.0], [0.0, 0.0, -0.1], [0.0, -0.1, 0.1], [0.0, 0.0, 0.1], [-0.1, 0.0, 0.0], [-0.1, 0.1, 0.1], [0.0, 0.0, 0.0], [0.0, 0.0, 0.0], [0.0, 0.0, 0.0], [0.0, 0.0, 0.0], [0.0, 0.0, 0.0], [0.0, 0.0, 0.0], [0.0, 0.0, 0.1], [0.0, 0.0, 0.0], [0.0, 0.0, 0.0], [0.0, -0.1, 0.0], [0.0, 0.0, 0.0], [0.0, 0.0, 0.0], [0.1, 0.0, 0.0], [0.0, -0.2, -0.1], [-0.1, 0.2, 0.7], [0.0, 0.1, -0.1], [0.0, 0.0, 0.0], [0.0, 0.0, 0.0], [0.0, 0.0, 0.0], [0.0, 0.0, 0.0], [0.0, 0.0, 0.0], [0.0, 0.0, 0.0], [0.0, 0.0, 0.0], [0.0, 0.0, 0.0], [0.0, 0.0, 0.0], [0.0, 0.0, 0.0], [0.3, -0.8, 0.0]], "mulliken_charge": [0.80, -0.76, -0.62, -0.06, -0.48, -0.85, 0.00, -0.57, -0.80, 0.09, 0.44, 0.39, 0.45, 0.40, 0.17, 0.50, 0.40, 0.41, 0.60, 0.18, 0.39, 0.52, -0.72, 0.69, -0.87, 0.18, -0.31, -0.56, -0.36, -0.51, -0.31, 0.34, 0.38, 0.37, 0.38, 0.42, -0.73]}

=====

{"formula": "C13H17F5NO14S2", "method": "the ωB97M-V functional and the def2-TZVPD basis", "charge": 1, "multiplicity": 1, "gap_ev": 8.311, "e_lumo_ev": -4.872, "species": ["N", "C", "S", "S", "O", "O", "F", "H", "H", "H", "H", "H", "C", "C", "O", "C", "O", "O", "F", "H", "H", "H", "C", "C", "O", "C", "O", "O", "F", "H", "H", "H", "C", "C", "O", "C", "O", "O", "F", "H", "H", "H", "C", "C", "O", "C", "O", "O", "F", "H", "H", "H"], "positions_angstrom": [[4.6588, 1.6782, 2.3610], [3.3956, 2.2855, 2.4032], [2.0940, 1.0692, 3.0581], [0.1034, 1.9143, 2.9632], [-0.6510, 1.0449, 3.7760], [-0.1610, 2.2667, 1.6248], [0.4560, 3.1856, 3.7552], [5.0706, 1.5376, 3.2772], [4.7149, 0.7964, 1.8640], [3.3632, 3.1007, 3.1199], [3.0644, 2.6188, 1.4233], [1.9422, 0.2452, 1.9886], [0.3071, 3.7005, -1.3922], [-0.9077, 3.7384, -2.3034], [-0.3136, 3.5581, -3.5771], [0.8466, 2.8723, -3.4262], [1.4644, 2.3576, -4.2917], [1.2001, 2.8522, -2.1081], [-1.5360, 4.9313, -2.2561], [0.7385, 4.7011, -1.3093], [0.1238, 3.2912, -0.4052], [-1.6362, 2.9470, -2.1359], [2.7680, -4.0224, 1.4663], [2.5497, -3.1379, 2.6867], [2.4334, -1.8498, 2.0799], [1.9951, -2.0144, 0.7924], [1.5944, -1.0863, 0.1632], [2.0843, -3.2858, 0.4375], [3.5927, -3.1207, 3.5388], [3.8280, -4.0832, 1.2181], [2.3369, -5.0144, 1.5498], [1.6348, -3.3507, 3.2408], [-4.3675, 2.4885, 0.3001], [-5.8039, 2.2731, -0.1468], [-5.8839, 3.0869, -1.2987], [-4.6425, 3.2186, -1.8299], [-4.3853, 3.6286, -2.9059], [-3.7102, 2.7811, -0.9314], [-6.6936, 2.7030, 0.7735], [-4.3174, 3.3577, 0.9592], [-3.9137, 1.6224, 0.7732], [-6.0506, 1.2454, -0.4200], [-0.7132, -4.7078, -2.9104], [0.2828, -5.7892, -2.5273], [0.3735, -5.6223, -1.1243], [-0.7711, -5.0404, -0.6766], [-1.0693, -4.9524, 0.4686], [-1.4932, -4.5788, -1.7161], [1.5009, -5.5901, -3.0781], [-0.1864, -3.7710, -3.0990], [-1.3523, -4.9594, -3.7502], [-0.0369, -6.8102, -2.7413]], "atomic_forces_ev_per_a": [[-0.3, -0.6, 0.7], [0.6, 0.5, -0.7], [-0.2, -0.3, 0.6], [0.4, -0.7, -0.2], [-0.1, 0.3, -0.2], [-0.2, 0.1, 0.2], [0.0, 0.1, 0.1], [0.1, 0.2, 0.0], [0.0, 0.3, -0.4], [0.0, 0.0, 0.0], [-0.2, -0.1, 0.0], [-0.1, 0.1, -0.2], [0.0, 0.1, 0.0], [0.2, 0.0, 0.0], [-0.1, -0.2, -0.1], [0.1, 0.1, 0.0], [0.0, 0.0, 0.0], [0.1, -0.1, 0.0], [0.1, 0.1, 0.0], [-0.1, 0.0, 0.0], [-0.1, -0.1, -0.1], [-0.1, 0.1, 0.0], [0.0, -0.1, 0.1], [-0.1, -0.1, -0.2], [-0.1, -0.1, 0.3], [0.1, 0.0, 0.4], [0.0, 0.1, -0.1], [-0.1, 0.1, -0.3], [0.1, 0.0, -0.1], [0.0, 0.0, 0.0], [-0.1, 0.0, -0.1], [0.1, 0.0, 0.1], [-0.1, 0.0, 0.1], [0.1, 0.0, 0.0], [-0.1, -0.1, -0.1], [0.1, 0.0, 0.0], [0.0, 0.0, 0.0], [0.0, 0.0, 0.0], [0.0, 0.1, 0.0], [0.0, 0.0, 0.0], [0.0, 0.0, -0.1], [-0.1, 0.0, 0.1], [0.1, 0.0, 0.0], [-0.1, 0.0, 0.0], [0.0, -0.3, 0.1], [0.1, 0.1, 0.0], [0.1, 0.1, 0.0], [0.0, 0.0, 0.0], [0.0, 0.1, 0.0], [0.0, 0.0, -0.1], [-0.1, 0.0, 0.1], [0.1, 0.0, -0.1]], "mulliken_charge": [-0.50, -0.36, 0.03, 0.99, -0.44, -0.34, -0.13, 0.29, 0.26, 0.44, 0.34, 0.34, 0.05, 0.42, -0.34, 0.61, -0.49, -0.32, -0.29, 0.27, -0.11, 0.31, -0.42, 0.23, -0.35, 0.76, -0.53, -0.34, -0.28, 0.28, 0.30, 0.33, -0.45, 0.31, -0.34, 0.58, -0.45, -0.22, -0.28, 0.25, 0.29, 0.28, -0.42, 0.32, -0.29, 0.71, -0.53, -0.32, -0.28, 0.28, 0.28, 0.27]}

=====

{"formula": "C13H17F9O7", "method": "the ωB97M-V functional and the def2-TZVPD basis", "smiles": "O=C(O)OC(F)(F)C(F)(F)C(F)(F)C(F)(F)F.CCOC(C)=O.CCOC(C)=O", "multiplicity": 1, "gap_ev": 10.222, "e_lumo_ev": 0.108, "species": ["O", "C", "O", "O", "C", "F", "F", "C", "F", "F", "C", "F", "F", "C", "F", "F", "F", "H", "C", "C", "O", "C", "C", "O", "H", "H", "H", "H", "H", "H", "H", "H", "C", "C", "O", "C", "C", "O", "H", "H", "H", "H", "H", "H", "H", "H"], "positions_angstrom": [[-4.7437, -3.4003, -3.4148], [-4.6134, -2.3631, -4.1241], [-5.7994, -1.8697, -4.7225], [-3.2894, -1.8865, -4.3175], [-3.0538, -0.5781, -3.8245], [-4.1357, 0.3452, -4.0631], [-2.0012, -0.0625, -4.6718], [-2.4469, -0.4841, -2.3453], [-1.7247, 0.7402, -2.1993], [-1.4403, -1.5119, -2.2660], [-3.4456, -0.7127, -1.1289], [-3.8996, -2.0541, -0.9661], [-2.6775, -0.4494, 0.0634], [-4.7079, 0.2719, -1.0428], [-5.8200, -0.3238, -1.7304], [-5.0942, 0.3833, 0.3281], [-4.4447, 1.5909, -1.4912], [-6.2678, -1.2973, -4.0578], [1.5923, -3.5939, 0.6067], [2.3640, -2.2898, 0.6386], [1.5656, -1.2065, 0.1377], [0.7246, -0.4755, 0.8910], [0.3338, -0.9917, 2.2463], [0.2276, 0.5391, 0.4456], [0.7131, -3.5563, 1.2539], [2.2247, -4.4228, 0.9300], [1.2329, -3.7991, -0.4048], [2.7607, -2.0608, 1.6302], [3.2267, -2.3670, -0.0275], [-0.5523, -1.6207, 2.1529], [0.0998, -0.1367, 2.8850], [1.1292, -1.5384, 2.7507], [3.5729, 4.4539, 3.0004], [4.7174, 3.5534, 2.5818], [4.4383, 2.1826, 2.9022], [3.7667, 1.3383, 2.0968], [2.9791, 1.9031, 0.9498], [3.7352, 0.1529, 2.3503], [2.6535, 4.2107, 2.4634], [3.8179, 5.5006, 2.8107], [3.3609, 4.3295, 4.0651], [4.9754, 3.6669, 1.5258], [5.6120, 3.8234, 3.1482], [1.9676, 2.1339, 1.2839], [2.9311, 1.1491, 0.1610], [3.4347, 2.7839, 0.4988]], "atomic_forces_ev_per_a": [[1.2, 4.5, -3.2], [-2.5, -5.3, 3.4], [2.6, 1.0, 1.0], [-2.1, 2.4, 0.8], [1.4, 2.1, -3.3], [2.2, -2.5, 1.2], [-2.4, -1.4, 2.1], [2.8, -0.4, 0.1], [-2.5, -2.9, -0.3], [-2.6, 2.2, -0.2], [0.8, -0.7, 3.1], [1.0, 3.3, -1.1], [-1.6, -0.4, -2.9], [-1.9, 1.0, 1.5], [2.8, 1.8, 1.4], [0.9, -0.3, -3.7], [-0.8, -3.8, 0.8], [0.6, -0.7, -0.7], [-0.3, 0.0, -0.1], [0.0, -0.4, 0.3], [0.1, 0.5, -0.3], [-0.6, 0.3, -0.1], [0.4, 0.2, 0.6], [0.6, -0.8, 0.0], [0.1, 0.0, 0.0], [0.0, 0.1, 0.0], [0.1, 0.0, 0.0], [-0.1, 0.1, -0.1], [-0.2, 0.2, 0.0], [0.0, 0.0, 0.0], [-0.2, -0.1, -0.2], [-0.1, -0.1, -0.1], [-0.2, -0.1, 0.0], [-0.2, 0.2, 0.0], [0.4, -0.4, 0.2], [-0.4, -0.4, -0.1], [0.5, 0.1, -0.6], [0.2, 0.7, 0.2], [0.1, 0.1, -0.1], [0.0, 0.0, 0.0], [0.1, 0.0, -0.1], [-0.1, -0.1, 0.0], [-0.1, -0.3, 0.0], [0.0, 0.0, -0.1], [-0.2, 0.0, 0.3], [-0.1, 0.1, 0.2]], "mulliken_charge": [-0.43, 0.49, -0.42, -0.17, 0.52, -0.23, -0.29, 0.85, -0.25, -0.30, 0.40, -0.23, -0.26, 0.61, -0.23, -0.23, -0.21, 0.37, -1.11, -0.26, -0.37, 0.98, -1.22, -0.62, 0.28, 0.39, 0.29, 0.27, 0.37, 0.29, 0.32, 0.41, -0.94, -0.40, -0.37, 0.67, -0.78, -0.52, 0.27, 0.35, 0.29, 0.37, 0.29, 0.18, 0.22, 0.38]}

=====

{"formula": "C13H17N2", "method": "the ωB97M-V functional and the def2-TZVPD basis", "charge": 1, "multiplicity": 1, "gap_ev": [7.349, 6.733], "e_lumo_ev": [-4.935, -5.990], "species": ["C", "C", "C", "C", "C", "C", "C", "C", "C", "C", "C", "C", "C", "N", "N", "H", "H", "H", "H", "H", "H", "H", "H", "H", "H", "H", "H", "H", "H", "H", "H", "H"], "positions_angstrom": [[-2.8337, -2.9073, -0.5463], [-2.7635, -3.0094, 0.8662], [-2.0797, -1.9911, -1.2355], [-1.4036, -1.0627, 0.9701], [-2.1232, -2.0340, 1.5888], [-1.4347, -1.0367, -0.3909], [0.3271, 1.5700, -2.1617], [-0.6614, 0.5857, -2.1528], [0.7819, 1.7920, -0.7526], [-1.9418, -2.1427, 3.0957], [3.3498, 2.2296, -1.3358], [2.6713, 1.9200, 1.0326], [2.3863, 1.5108, -0.3843], [0.2888, 1.0549, 0.2061], [-0.8497, -0.0057, -0.9902], [-3.3876, -3.6091, -1.2209], [-3.4136, -3.7322, 1.4064], [-2.0294, -2.0234, -2.2965], [-1.0451, -0.2150, 1.5939], [0.6035, 2.2669, -3.0126], [-1.2562, 0.3759, -3.0173], [0.6056, 2.9572, -0.4481], [-1.2544, -1.2908, 3.1984], [-2.8411, -2.1167, 3.7736], [-1.5224, -3.1140, 3.2247], [4.3180, 1.6961, -1.4516], [3.7609, 3.2372, -0.9968], [2.9933, 2.3664, -2.4033], [2.0586, 1.4759, 1.8223], [2.5497, 3.0452, 1.1431], [3.7729, 1.7237, 1.3437], [2.3736, 0.4832, -0.4684]], "atomic_forces_ev_per_a": [[-0.1, -1.5, -0.9], [-2.1, -0.4, -1.1], [-0.3, 0.1, 2.4], [-0.8, 1.1, 1.4], [0.1, -1.2, 1.9], [-0.2, -0.3, -2.9], [-0.6, 0.3, 0.1], [1.1, 1.0, -0.5], [1.8, 4.3, -1.2], [-1.0, 1.0, -0.7], [1.2, 1.0, -1.4], [1.6, 1.5, 1.7], [0.3, 2.5, -0.4], [-3.8, -3.5, -0.8], [3.1, 3.4, 2.4], [0.3, 0.4, 1.3], [0.8, 0.4, -0.6], [0.1, 0.4, -0.6], [0.1, -0.8, -1.0], [-0.4, -1.3, 1.2], [-0.2, -0.4, -0.3], [0.4, -2.1, -0.8], [-0.1, -0.7, 1.5], [0.8, 0.4, -1.0], [0.9, -0.5, 0.6], [-0.8, -0.3, 0.2], [-1.2, -1.1, -0.1], [0.2, -0.2, 1.3], [0.0, -0.2, -0.4], [0.1, -1.2, -0.2], [-1.8, 0.2, -0.8], [0.6, -2.2, -0.5]], "mulliken_charge": [-0.59, -0.58, -0.79, -0.24, 0.79, 0.76, -0.97, -0.02, 0.37, -1.29, -1.21, -1.29, 0.36, -0.32, -0.01, 0.32, 0.37, 0.41, 0.36, 0.39, 0.47, 0.36, 0.32, 0.33, 0.33, 0.35, 0.32, 0.30, 0.36, 0.35, 0.33, 0.35]}

=====

{"formula": "C13H17N3", "method": "the ωB97M-V functional and the def2-TZVPD basis", "charge": 2, "multiplicity": 1, "gap_ev": 7.748, "e_lumo_ev": -7.741, "species": ["C", "N", "C", "C", "C", "C", "C", "C", "N", "C", "C", "N", "C", "C", "C", "C", "H", "H", "H", "H", "H", "H", "H", "H", "H", "H", "H", "H", "H", "H", "H", "H", "H"], "positions_angstrom": [[-0.1597, 5.6172, -1.2903], [-0.2035, 4.1463, -1.0516], [-0.8587, 3.3461, -1.9036], [-0.9164, 1.9808, -1.6952], [-0.2895, 1.4359, -0.5858], [-0.3011, -0.0200, -0.2929], [0.1367, -0.9470, -1.2310], [0.1302, -2.2923, -0.9148], [-0.3011, -2.7188, 0.2878], [-0.2812, -4.1554, 0.6239], [0.6926, -4.4825, 1.7722], [1.4287, -3.2945, 2.2191], [-0.7395, -1.8345, 1.1991], [-0.7536, -0.4748, 0.9386], [0.3774, 2.2920, 0.2850], [0.4071, 3.6494, 0.0373], [-0.7101, 5.8259, -2.1959], [0.8753, 5.9104, -1.4070], [-0.6224, 6.1290, -0.4568], [-1.3337, 3.8088, -2.7503], [-1.4573, 1.3511, -2.3832], [0.4939, -0.6595, -2.2070], [0.4612, -3.0463, -1.6068], [-1.2897, -4.4793, 0.8513], [0.0137, -4.6947, -0.2672], [0.1524, -4.8940, 2.6178], [1.3736, -5.2631, 1.4356], [2.1729, -3.5621, 2.8496], [1.8944, -2.8614, 1.4292], [-1.0712, -2.2408, 2.1387], [-1.1176, 0.1882, 1.7046], [0.8845, 1.9044, 1.1545], [0.9120, 4.3354, 0.6948]], "atomic_forces_ev_per_a": [[0.0, -0.4, -0.1], [-0.1, 0.4, 0.1], [0.0, -0.4, 0.1], [0.0, 0.1, 0.0], [0.2, 0.1, 0.2], [-0.2, 0.1, 0.0], [0.0, -0.5, 0.0], [-0.1, 0.3, 0.2], [-0.3, 0.4, -0.3], [0.2, -0.4, 0.0], [0.6, 0.1, 0.3], [-0.2, 0.1, -0.3], [0.0, 0.2, 0.1], [0.2, -0.6, -0.1], [0.0, 0.3, 0.1], [-0.1, -0.6, -0.1], [-0.1, 0.1, -0.1], [0.1, 0.1, 0.0], [0.0, 0.0, 0.2], [-0.1, 0.1, -0.1], [-0.1, 0.1, -0.2], [0.0, 0.1, -0.1], [0.1, -0.1, -0.1], [-0.2, 0.2, 0.1], [0.0, 0.1, -0.2], [-0.1, 0.0, 0.1], [-0.1, -0.2, -0.2], [-0.1, 0.0, 0.2], [0.2, -0.1, 0.0], [0.0, -0.1, 0.1], [-0.1, 0.1, 0.1], [0.1, 0.0, 0.1], [0.1, 0.2, 0.0]], "mulliken_charge": [-0.86, -0.02, -0.07, -0.74, 0.63, 0.70, -0.72, -0.16, 0.00, -0.63, -0.54, -0.52, -0.12, -0.69, -0.61, -0.42, 0.27, 0.38, 0.38, 0.41, 0.53, 0.52, 0.41, 0.40, 0.27, 0.37, 0.37, 0.29, 0.14, 0.44, 0.55, 0.54, 0.49]}

=====

{"formula": "C13H17N3O2Os", "method": "the ωB97M-V functional and the def2-TZVPD basis", "s_squared": 6.02, "charge": 2, "multiplicity": 5, "gap_ev": [8.612, 5.205], "e_lumo_ev": [-7.912, -11.316], "species": ["C", "C", "H", "H", "H", "H", "H", "H", "C", "C", "C", "C", "H", "H", "H", "H", "N", "C", "C", "N", "C", "C", "C", "H", "H", "C", "H", "H", "Os", "C", "H", "H", "H", "O", "N", "O"], "positions_angstrom": [[-2.4282, -0.5402, 1.2811], [-2.8431, 0.6062, -0.5094], [-2.5160, -1.5663, 0.9156], [-3.3875, 0.0093, 1.5651], [-1.7006, -0.2533, 2.0563], [-2.2443, 0.8422, -1.3450], [-3.4710, -0.2524, -0.7685], [-3.4541, 1.4056, -0.1401], [-0.3550, -2.6288, 0.6991], [0.4892, -3.7305, 0.6159], [1.6755, -3.6112, -0.1064], [1.9379, -2.3915, -0.7139], [-1.1852, -2.7222, 1.3762], [0.2226, -4.6541, 1.1212], [2.4030, -4.4485, -0.1831], [2.9156, -2.2020, -1.2109], [-0.1385, -1.4627, 0.0603], [1.0090, -1.3249, -0.6777], [1.3288, 0.0374, -1.1554], [0.4610, 1.0468, -0.8549], [0.7639, 2.3474, -1.0676], [2.9025, 1.7155, -1.9300], [1.9872, 2.7183, -1.6034], [0.0412, 3.1066, -0.7352], [2.2022, 3.7818, -1.7262], [2.5791, 0.3851, -1.6831], [3.2991, -0.4094, -1.8094], [3.8800, 1.9626, -2.3270], [-1.1256, 0.4763, 0.3407], [-1.5943, 2.4128, 0.7936], [-1.8687, 2.9615, -0.1205], [-0.7541, 2.9351, 1.2687], [-2.4796, 2.4337, 1.4530], [1.0507, 1.2684, 2.1508], [0.2089, 0.3453, 2.0681], [0.1883, -0.5998, 2.9021]], "atomic_forces_ev_per_a": [[-4.7, -0.6, 1.8], [-3.5, -0.9, -2.4], [-0.4, 0.4, 0.7], [1.0, -1.5, 0.0], [-0.1, -0.9, 1.3], [-0.2, 1.0, -2.5], [0.2, 0.1, 0.1], [-0.3, 0.3, -0.2], [0.5, -0.5, 0.0], [0.1, 0.2, -0.3], [0.1, -0.4, 0.0], [0.4, 1.4, -0.9], [-0.3, 0.2, -0.1], [0.0, 0.2, 0.0], [-0.6, 0.8, 0.1], [-1.0, -0.5, 0.4], [0.9, -0.2, -0.6], [0.4, -1.3, 1.0], [1.1, 1.2, -0.2], [0.6, -0.2, -0.6], [0.5, 0.1, -0.1], [-0.2, 0.1, 0.2], [-0.2, 0.0, -0.1], [0.5, -0.6, -0.4], [0.0, -0.4, 0.0], [-0.7, -0.4, 0.3], [0.1, 0.2, -0.3], [-0.1, 0.0, 0.0], [3.9, 1.1, 0.6], [-0.1, 0.8, 0.8], [0.0, -0.2, 0.2], [-0.3, -0.2, 0.1], [0.4, 0.2, -0.1], [-2.5, -1.9, -0.9], [5.0, 0.0, 4.9], [-0.7, 2.3, -2.8]], "mulliken_charge": [-0.66, -1.22, 0.30, 0.59, 0.18, 0.27, 0.53, 0.55, 0.08, -0.84, -0.46, -0.68, 0.44, 0.43, 0.44, 0.27, -0.18, 0.59, 0.86, 0.00, 0.02, -0.45, -0.83, 0.42, 0.45, -0.72, 0.35, 0.47, 1.34, -1.73, 0.61, 0.47, 0.44, -0.37, 0.45, -0.38]}